(1)
2 unconnected molecules or ions with the total composition C4H13N2O, computed with ωB97M-V/def2-TZVPD.

For the LUMO energy, the calculation gives -4.17 eV. The calculation puts the HOMO energy at -14.4261 eV. The value obtained for the orbital gap is 10.261 eV. Its energy relative to the best compared isomer or geometry (same formula, charge and spin) is 416.9 kJ/mol. As for the total energy: -9377.263 eV. As for the total charge: +1.

Geometry (Å):
C 0.53865 -0.77152 -3.27911
C 0.55954 0.47660 -2.24404
C 0.78187 0.01548 -0.83570
N -0.39338 0.20618 0.36980
C -0.03228 0.92589 1.41271
N 0.10826 0.63456 2.77788
H -0.43844 -1.13018 -3.41042
H 1.19932 -1.43837 -2.85381
H 0.88424 -0.31500 -4.26772
H -0.42456 1.07171 -2.31243
H 1.31722 1.20090 -2.62646
H 1.54563 0.69487 -0.40500
H 1.19227 -1.06213 -0.50495
H -1.21241 -0.35368 0.05779
H 0.67365 1.85453 1.07717
H 0.87297 1.13338 3.18597
H -0.46611 -0.14247 3.01558
H -1.87486 -1.70538 3.55925
H -2.77777 -0.61859 3.97801
O -2.05379 -0.67676 3.30547

=====

(2)
A molecular structure, C15H23Cl3EuNO2P, computed with ωB97M-V/def2-TZVPD.

For the LUMO energy (spin up / spin down), the calculation gives -1.66 / -0.48 eV. The expectation value of S² is 15.925. The calculation puts the HOMO energy (spin up / spin down) at -5.2045 / -7.3061 eV. The value obtained for the orbital gap (spin up / spin down) is 3.540 / 6.828 eV. Its energy relative to the best compared isomer or geometry (same formula, charge and spin) is 0.0 kJ/mol. The spin multiplicity is 8. As for the total energy: -87693.058 eV.

Geometry (Å):
C -2.26837 0.24558 -2.98326
C -2.05116 -0.91777 -2.24307
C -1.41831 -0.86453 -0.99365
C -1.01212 0.36124 -0.50948
C -1.20191 1.52394 -1.24409
C -1.86520 1.48800 -2.48860
C -1.22422 -2.15201 -0.25104
C -0.11519 -3.01603 -0.89550
N 1.18607 -2.39688 -0.88380
Eu -1.17142 0.99632 1.93250
C -0.68500 2.83251 -0.66397
P 0.97341 2.61231 0.22730
H -2.35860 -1.88677 -2.61820
H -2.06147 2.41203 -3.04038
H -2.74544 0.17742 -3.94484
H -1.36900 3.25717 0.12095
H -0.62060 3.61549 -1.43160
H -0.99053 -2.02174 0.81632
H -2.14145 -2.75242 -0.29460
H -0.01398 -3.96303 -0.33509
C 1.61554 4.34370 0.51753
C 2.00395 1.94005 -1.12739
H -0.37644 -3.22653 -1.94761
C 1.73292 -1.84479 -2.08234
C 2.09203 -2.68147 0.19737
H 1.25611 1.64237 2.33121
H 2.19802 -2.63591 -2.70161
H 0.94279 -1.35436 -2.67270
H 2.51920 -1.11304 -1.83374
H 2.59490 -3.65587 0.03799
H 2.87280 -1.90175 0.26124
H 1.53873 -2.73857 1.14737
H 2.23072 2.68263 -1.90371
H 2.95913 1.64062 -0.66643
H 1.47358 1.09375 -1.58682
H 1.80725 4.93180 -0.40084
H 0.91109 4.88535 1.18468
H 2.59974 4.22934 1.02193
H 1.36398 1.00420 1.95788
Cl -2.24119 -1.27378 6.25338
C -1.84830 -0.62522 4.69968
Cl -3.32461 -0.04396 3.78726
Cl -0.73370 0.81273 4.85346
C -1.16687 -1.67334 3.73777
O -1.22395 -2.86499 3.98735
O -0.64293 -1.12380 2.67119

=====

(3)
5 unconnected molecules or ions with the total composition H10O5, computed with ωB97M-V/def2-TZVPD.

For the LUMO energy (spin up / spin down), the calculation gives -3.76 / -11.32 eV. The expectation value of S² is 0.754. The calculation puts the HOMO energy (spin up / spin down) at -14.1379 / -14.0865 eV. The value obtained for the orbital gap (spin up / spin down) is 10.375 / 2.771 eV. Its energy relative to the best compared isomer or geometry (same formula, charge and spin) is 73.8 kJ/mol. The spin multiplicity is 2. As for the total energy: -10389.059 eV. As for the total charge: +1.

Geometry (Å):
O 2.40945 2.04971 -0.99175
H 2.92439 2.78168 -0.65221
H 1.53660 2.41592 -1.13401
O -0.69352 -1.89641 2.89537
H -0.06258 -1.19880 3.07277
H -1.07384 -1.66616 2.04767
O 1.33690 -0.14572 -2.73591
H 0.59554 -0.38394 -2.17925
H 1.95027 0.29092 -2.14485
O -0.01947 -0.07887 -0.50898
H -0.85634 -0.14008 -0.04838
H 0.48908 0.55229 0.00018
O -2.49716 -0.68353 0.78897
H -3.17407 -0.62834 1.46349
H -2.86525 -1.26866 0.12689

=====

(4)
A molecular structure, C21H22F6N4O6SSr, computed with ωB97M-V/def2-TZVPD.

For the LUMO energy, the calculation gives 4.28 eV. The calculation puts the HOMO energy at -2.3533 eV. The value obtained for the orbital gap is 6.633 eV. Its energy relative to the best compared isomer or geometry (same formula, charge and spin) is 0.0 kJ/mol. As for the total energy: -68363.992 eV. As for the total charge: -2.

Geometry (Å):
Sr 0.96876 -1.94381 -0.71054
C 0.20016 5.07260 -2.32526
C 0.67340 4.71590 -0.92407
N 1.59415 3.59110 -0.90830
C 3.00404 3.93417 -0.99623
C 3.64633 4.10262 0.37150
C 1.14937 2.29268 -0.91371
S 2.30017 1.05150 -0.82602
N -0.21147 2.25479 -0.95395
C -0.90483 1.12788 -0.83019
O -0.52111 -0.02486 -0.58815
C -2.40729 1.27983 -1.00479
C -3.18247 0.12924 -1.10704
C -4.55805 0.23118 -1.25826
C -5.16674 1.47809 -1.30146
C -4.39603 2.62914 -1.19992
C -3.01921 2.52832 -1.05663
H -0.46124 5.94347 -2.30550
H -0.34410 4.23156 -2.75263
H 1.04260 5.30645 -2.98052
H -0.17966 4.48848 -0.28802
H 1.20197 5.56205 -0.47348
H 3.07806 4.86077 -1.57619
H 3.51325 3.15046 -1.55373
H 3.13623 4.87275 0.95614
H 4.69709 4.38744 0.27773
H 3.59303 3.16071 0.91650
H -2.69296 -0.83615 -1.06392
H -5.15231 -0.67119 -1.33850
H -6.24238 1.55408 -1.41481
H -4.86495 3.60598 -1.23302
H -2.38721 3.40367 -0.98327
O 4.95836 -3.51483 -0.13731
C 3.80599 -3.35508 -0.50851
O 2.78280 -3.17711 0.26850
C 3.46369 -3.32700 -2.08464
O 4.11909 -4.04831 -2.82532
O 2.53165 -2.51231 -2.39524
C -2.16223 -2.88451 1.46584
C -1.70797 -3.91903 0.41905
O -0.94999 -3.38744 -0.54335
C -2.98585 -4.54387 -0.19817
F -3.91423 -4.92479 0.72103
F -2.74263 -5.62976 -0.95157
F -3.60901 -3.65429 -0.99186
C -0.91215 -5.02875 1.15691
F -0.29928 -5.87668 0.32922
F 0.03577 -4.47758 1.93500
F -1.68067 -5.79325 1.98633
H -2.88104 -2.20631 1.00643
H -1.29636 -2.30001 1.77352
H -2.61842 -3.32690 2.35516
N 2.43604 -1.85256 2.45321
C 2.88276 -1.54900 3.67622
C 2.07403 -0.54284 4.17348
C 1.15438 -0.30654 3.13951
N 1.38188 -1.10451 2.10592
H 2.79491 -2.52116 1.71970
H 3.73913 -2.06016 4.08364
H 2.14672 -0.05200 5.12872
H 0.34601 0.40565 3.08484

=====

(5)
A molecular structure, C13H32O21S6Si2, computed with ωB97M-V/def2-TZVPD.

For the LUMO energy, the calculation gives 0.22 eV. The calculation puts the HOMO energy at -8.8357 eV. The value obtained for the orbital gap is 9.060 eV. Its energy relative to the best compared isomer or geometry (same formula, charge and spin) is 232.2 kJ/mol. As for the total energy: -137758.816 eV.

Geometry (Å):
Si 3.16058 2.43442 -0.37564
O 1.46741 2.27292 -0.81704
Si 0.90287 3.60631 -1.81296
C -1.00704 3.94324 -1.68233
C -1.77677 3.01953 -0.56554
C -2.33350 1.57686 -1.13794
S -1.09288 0.17518 -1.06689
H 3.67146 1.07428 -0.06632
H 4.01472 2.99325 -1.42109
H 3.27212 3.29569 0.81937
H 1.71318 4.79046 -1.44497
H 1.16617 3.37886 -3.25185
H -1.56923 3.84969 -2.73107
H -1.12819 5.06147 -1.35441
H -1.13796 2.89568 0.42991
H -2.74824 3.62389 -0.22431
H -2.74184 1.62923 -2.24804
H -3.23490 1.25977 -0.42432
H -0.52406 0.03398 -2.34375
C 0.88327 -2.03792 1.23393
C -0.16470 -3.04915 0.77687
O 0.46377 -4.32234 0.90651
S 1.50598 -4.27355 2.16025
O 0.84474 -4.83206 3.31867
O 2.79818 -4.72410 1.69804
O 1.55257 -2.65313 2.33337
H 1.62115 -1.85196 0.44685
H 0.43497 -1.08977 1.54264
H -0.48469 -2.88025 -0.25407
H -1.03920 -3.03558 1.43595
C -3.20146 7.32851 -2.83997
C -4.61765 7.85525 -2.62397
O -5.31230 6.79880 -1.96507
S -4.26199 5.98106 -1.02243
O -4.38386 6.48196 0.32864
O -4.34902 4.57751 -1.35240
O -2.88938 6.58139 -1.66540
H -3.16028 6.64862 -3.69706
H -2.47793 8.13576 -2.98185
H -5.11276 8.11590 -3.56243
H -4.61731 8.72544 -1.95906
C -2.51119 -3.13384 5.53109
C -2.52668 -1.78526 6.24581
O -2.04204 -0.84875 5.28620
S -2.49280 -1.33564 3.79617
O -3.69172 -0.61504 3.42947
O -1.31794 -1.38731 2.95746
O -2.91628 -2.85968 4.19097
H -1.50027 -3.55306 5.50233
H -3.19004 -3.85459 5.99474
H -1.89913 -1.78063 7.14019
H -3.54725 -1.49422 6.51612
C 4.47074 -7.06080 3.96019
C 5.30037 -6.63142 2.75310
O 6.63831 -6.53295 3.23580
S 6.85898 -7.63841 4.41464
O 7.48856 -8.80169 3.83023
O 7.37936 -6.96447 5.58144
O 5.28768 -7.98712 4.67415
H 4.26398 -6.21103 4.61873
H 3.52812 -7.53076 3.66715
H 4.96885 -5.67657 2.33822
H 5.27972 -7.39549 1.96882
C -0.76456 0.08839 -6.03675
C 0.35257 -0.00477 -7.07264
O 0.98073 1.27509 -7.06019
S 0.89501 1.89274 -5.55301
O 2.14656 1.62019 -4.88183
O 0.31595 3.21362 -5.63277
O -0.22946 0.86739 -4.96809
H -1.63400 0.61665 -6.44116
H -1.07400 -0.89535 -5.67372
H -0.02375 -0.23994 -8.07106
H 1.09961 -0.75042 -6.78061

=====

(6)
A single C4H5NO molecule, computed with ωB97M-V/def2-TZVPD.

For the LUMO energy, the calculation gives -0.31 eV. The calculation puts the HOMO energy at -9.8550 eV. The value obtained for the orbital gap is 9.544 eV. Its energy relative to the best compared isomer or geometry (same formula, charge and spin) is 332.4 kJ/mol. As for the total energy: -7763.081 eV.

Geometry (Å):
N 1.07165 0.50060 1.17883
C 0.85186 0.58561 -0.15877
O 1.67008 1.03568 -0.94010
C -0.54231 0.19614 -0.67240
C -1.44086 -1.05953 0.87490
C -1.11536 -1.23627 -0.35810
H 1.98959 0.74907 1.51768
H 0.42027 0.05239 1.80546
H -1.23868 1.00086 -0.40913
H -0.46288 0.18939 -1.75633
H -1.17357 -2.00343 -1.12474

=====

(7)
A molecular structure, C18H23N10OPtS2, computed with ωB97M-V/def2-TZVPD.

For the LUMO energy, the calculation gives -9.85 eV. The calculation puts the HOMO energy at -17.5125 eV. The value obtained for the orbital gap is 7.667 eV. Its energy relative to the best compared isomer or geometry (same formula, charge and spin) is 17.5 kJ/mol. As for the total energy: -60882.495 eV. As for the total charge: +3.

Geometry (Å):
Pt 0.22381 -0.10796 0.33457
C -3.99254 -0.45015 1.02519
C -2.62239 -0.40636 0.45790
N -1.61646 0.09169 1.10168
N -1.78390 0.72382 2.29794
C -0.67940 0.90875 2.97496
N -0.71345 1.56350 4.12634
S 0.92177 0.28260 2.49165
C -2.30628 -0.84511 -0.92102
C -3.23603 -1.39757 -1.77878
C -2.85150 -1.72238 -3.07899
C -1.55405 -1.47422 -3.48521
C -0.66483 -0.91667 -2.57575
N -1.03451 -0.61250 -1.33446
H -3.95826 -0.42413 2.11020
H -4.51888 -1.34185 0.69011
H -4.56507 0.42002 0.68963
H -1.60458 1.82750 4.52273
H 0.11561 1.71307 4.67863
H -4.25342 -1.55762 -1.45238
H -3.56809 -2.15819 -3.76270
H -1.22586 -1.69139 -4.49201
H 0.35879 -0.69632 -2.85010
N 2.65473 -2.29621 -0.81220
C 3.09522 -1.05150 -0.64715
N 4.37128 -0.80417 -0.85329
C 4.79206 0.45445 -0.71476
N 6.06979 0.72485 -0.85797
N 3.95535 1.51076 -0.44728
C 2.72292 1.19345 -0.25819
N 2.20550 -0.06937 -0.28334
C 1.72285 2.27208 -0.10346
C 2.03870 3.61023 -0.17042
C 1.00810 4.54210 -0.16480
C -0.30512 4.10103 -0.12336
C -0.56153 2.74546 -0.04348
N 0.44122 1.85703 -0.01489
H 3.33080 -2.98738 -1.09879
H 1.71928 -2.56336 -0.55464
H 6.72169 -0.01541 -1.06916
H 6.40353 1.67162 -0.76910
H 3.07846 3.89503 -0.24826
H 1.22972 5.60011 -0.21255
H -1.13408 4.79411 -0.15203
H -1.56761 2.35847 0.00475
C 0.54611 -3.38146 2.96393
S -0.64138 -2.92552 1.71708
C -0.88708 -4.49989 0.92794
O 0.18807 -2.15534 0.62508
H 0.07991 -4.14256 3.59222
H 0.77049 -2.49962 3.55844
H 1.44115 -3.77268 2.48173
H -1.48192 -5.10755 1.61225
H 0.07189 -4.97500 0.72836
H -1.44768 -4.33129 0.01080

=====

(8)
A gas-phase ion, C5H10N (charge +1), computed with ωB97M-V/def2-TZVPD.

For the LUMO energy, the calculation gives -5.31 eV. The calculation puts the HOMO energy at -14.5592 eV. As for the SMILES: C=C(C)[N+](=C)C. The value obtained for the orbital gap is 9.245 eV. Its energy relative to the best compared isomer or geometry (same formula, charge and spin) is 233.2 kJ/mol. As for the total energy: -6827.785 eV. As for the total charge: +1.

Geometry (Å):
C 0.35339 -0.36819 -1.80357
C 0.00048 -0.49680 -0.49539
C -0.10435 -1.82986 0.16903
N -0.18438 0.63300 0.40917
C -0.71746 0.41111 1.55597
C 0.39576 1.87571 -0.01299
H 0.42578 0.51086 -2.31054
H 0.43582 -1.30648 -2.39063
H -1.06286 -2.07301 0.83332
H 0.62634 -2.12389 0.83669
H -0.11933 -2.74280 -0.48857
H -1.17821 -0.53039 1.91542
H -1.04507 1.11140 2.37810
H -0.00565 2.08996 -0.90514
H 0.35294 2.65600 0.86698
H 1.41863 1.90106 -0.25626

=====

> total energy of number 1 (C4H13N2O)?

-9377.263 eV

=====

> Which of these has the highest energy relative to the best compared isomer or geometry (same formula, charge and spin)?

C4H13N2O

=====

> Which formula does entry 2 have?

C15H23Cl3EuNO2P

=====

> Which of these has the highest total energy?

C5H10N